Entry 1:
The following is a DFT calculation (the ωB97M-V functional and the def2-TZVPD basis) of C34H27BBr2InN10OSeSi as an isolated structure.

Atoms and positions in Å:
In: 0.09268 0.37206 -0.56484
Br: -3.70110 -6.53703 -0.17593
Br: -1.09221 -3.13047 -3.76438
Se: -1.91251 4.02648 -3.16936
Si: 2.16935 0.35213 -2.04822
O: -0.05071 -1.96673 -1.19200
N: -1.33885 1.37448 -2.01312
N: 0.48495 0.23320 2.63080
N: -1.83254 -0.05594 4.75148
N: -0.23521 2.36695 0.72894
N: -1.94006 0.03791 1.86519
N: -1.30608 1.02647 4.12228
N: 1.12513 -0.01660 1.47274
N: -0.47806 -2.65267 1.39346
N: -0.86042 2.29182 1.93515
N: -1.79204 -0.04969 0.52503
C: 2.87746 2.06485 -2.27778
C: 3.90072 4.64136 -2.68436
C: -1.61154 -4.00481 3.00528
C: 2.26216 -2.10806 -5.40066
C: -0.78922 -2.91874 -0.95408
C: -2.27937 -4.73040 -1.76261
C: -1.79660 0.22857 6.04044
C: 1.22837 -1.61528 -6.18534
C: -3.10697 -0.51686 2.21979
C: -0.74319 -2.96523 2.64705
C: -0.91317 1.95770 5.02662
C: 4.74066 3.61565 -2.27458
C: 1.32447 0.02219 3.66478
C: 0.75754 0.04585 -4.50875
C: -0.26467 3.63495 0.35410
C: 0.47778 -0.53492 -5.73802
C: 2.55157 4.38853 -2.89442
C: -0.92425 4.41555 1.30895
C: 2.53950 -0.38569 3.16122
C: 4.23213 2.33810 -2.07832
C: -2.86677 -0.66125 0.04448
C: 1.79783 -0.43360 -3.70681
C: -1.95834 -4.41549 0.67430
C: 2.35764 -0.38932 1.77240
C: 2.54299 -1.51744 -4.17526
C: -1.08498 -3.34729 0.43268
C: -1.57085 2.42112 -2.48178
C: -2.21786 -4.73723 2.01462
C: -3.73517 -0.98899 1.08401
C: -1.29606 3.52216 2.28276
C: -1.22131 1.49079 6.27813
C: -1.43274 -3.67070 -2.02808
C: -2.54198 -5.09630 -0.45237
C: 2.04683 3.11344 -2.68735
B: -0.91893 0.91243 2.65636
H: -0.32545 -0.14032 -6.34692
H: 0.98901 2.94183 -2.86435
H: 3.04473 -0.65628 0.98582
H: 0.13893 3.92413 -0.60231
H: 0.14804 0.87527 -4.17076
H: 3.35081 -1.91456 -3.57080
H: -2.74147 -5.26637 -2.57891
H: 1.00282 0.16566 4.68239
H: 4.29719 5.63624 -2.84153
H: -0.26389 -2.35823 3.40914
H: -3.41192 -0.52374 3.25294
H: -1.05660 1.98304 7.21974
H: 4.90049 1.54566 -1.76091
H: 3.21862 -0.48783 -1.39964
H: -2.96999 -0.79226 -1.02202
H: -1.88571 3.67544 3.16829
H: -1.79617 -4.21639 4.04896
H: -0.39755 2.85203 4.72859
H: 1.88770 5.17924 -3.22067
H: 3.42564 -0.64126 3.71364
H: 2.85199 -2.94800 -5.74509
H: -4.69856 -1.46230 1.01973
H: -2.89054 -5.54964 2.25270
H: -1.13639 5.46836 1.27080
H: -2.18448 -0.48084 6.75404
H: 5.79313 3.80981 -2.11181
H: 1.01357 -2.06664 -7.14562

Results
Multiplicity ... 2
⟨S²⟩ ... 0.79
Total charge ... 0
Frontier orbital gap (spin up / spin down) ... 6.6 / 4.5 eV

How is the electron density shared among the atoms? According to Löwdin, the charges in e are: 0.687, 0.857, 0.948, 0.505, 0.661, -0.059, -0.013, 0.025, 0.063, 0.008, 0.044, -0.015, -0.029, 0.165, 0.030, -0.011, -0.330, -0.090, -0.017, -0.104, -0.367, -0.166, -0.152, -0.117, -0.059, -0.089, -0.100, -0.092, -0.064, -0.110, -0.123, -0.106, -0.078, -0.032, -0.036, -0.110, -0.128, -0.332, -0.186, -0.122, -0.115, -0.151, -0.961, -0.025, -0.028, -0.069, -0.062, -0.575, -0.591, -0.117, -0.635, 0.106, 0.051, 0.094, 0.090, 0.082, 0.093, 0.100, 0.119, 0.100, 0.108, 0.108, 0.093, 0.092, -0.019, 0.121, 0.119, 0.112, 0.121, 0.104, 0.096, 0.100, 0.101, 0.082, 0.101, 0.101, 0.099, 0.100


Entry 2:
The following is a DFT calculation (the ωB97M-V functional and the def2-TZVPD basis) of one molecule with the formula C4H4N2S in a non-equilibrium geometry.

Atoms and positions in Å:
S: 3.21874 0.37138 -0.00446
N: -1.29436 -2.89504 -0.30672
N: 0.50571 0.19300 0.07153
C: -0.76267 0.69120 -0.31876
C: -0.92994 -1.86791 0.07043
C: 1.64680 0.89163 -0.02513
C: -0.67821 -0.54470 0.53522
H: -1.25535 1.58872 0.11929
H: 1.45281 1.87736 -0.39895
H: -0.82246 -0.49936 1.57360
H: -1.08106 0.19372 -1.31605

Results
Total charge ... 0
SMILES string ... N#C[C@@H]1CN1C=S
Frontier orbital gap ... 8.7 eV

How is the electron density shared among the atoms? According to Löwdin, the charges in e are: 0.574, 0.180, -0.100, -0.068, -0.161, -0.705, -0.202, 0.140, 0.054, 0.133, 0.156


Entry 3:
The following is a DFT calculation (the ωB97M-V functional and the def2-TZVPD basis) of C43H35BrNaP2Si as an isolated structure in a non-equilibrium geometry.

Atoms and positions in Å:
Br: 4.07428 6.37416 2.94944
P: -0.42908 0.93993 -1.90140
P: 0.12045 -1.51720 1.79042
Si: -0.96111 -1.50324 -0.57169
Na: 1.54809 0.34367 0.45386
C: -1.01397 1.03243 1.91092
C: 0.92074 -1.97281 3.41703
C: 2.64205 -3.40435 4.33703
C: 0.37463 -2.60348 -1.49188
C: 1.55658 -1.78507 5.73048
C: -3.91702 -1.45312 -3.62958
C: 0.97604 0.25751 -2.85027
C: -2.54479 0.50577 -3.75853
C: -3.19286 -1.88433 -2.53409
C: 3.81117 2.95076 0.57047
C: 2.46653 -2.81828 5.58218
C: -1.68174 -2.94986 0.45989
C: -0.57029 2.52980 -2.85256
C: -2.85142 1.64377 3.32362
C: -1.77837 4.61638 -2.98317
C: 2.59176 2.49591 2.51254
C: 2.98957 2.03146 1.24579
C: 3.68666 4.59013 2.28662
C: -1.55133 3.39834 -2.37482
C: -1.23076 -3.88574 2.65704
C: -2.04127 -0.61240 3.31519
C: 1.88468 -2.97283 3.26929
C: 0.82097 -0.49369 -4.00894
C: -1.83010 0.06321 -2.64958
C: 3.37057 0.09735 -3.08035
C: -1.06942 -0.27527 2.37789
C: -3.58898 -0.25740 -4.24902
C: 0.79722 -1.35305 4.65653
C: 4.16335 4.20436 1.05561
C: 0.21142 2.93070 -3.93097
C: -2.20081 -4.85400 2.44585
C: -2.13169 -1.15042 -2.03245
C: -2.91253 0.34610 3.79954
C: 3.20766 -0.64939 -4.23528
C: 2.91652 3.73806 3.04319
C: -2.62222 -3.94341 0.26389
C: -0.99890 -2.93822 1.67276
C: -1.01188 4.99587 -4.07442
C: -2.89540 -4.87862 1.25086
C: 2.25704 0.55987 -2.40552
C: -1.90652 1.98234 2.36581
C: 1.93347 -0.93307 -4.70229
C: -0.01685 4.15272 -4.53920
H: -4.73314 -2.05396 -4.01107
H: 0.27890 -2.50732 -2.56875
H: 4.35914 0.32564 -2.70387
H: 4.07199 -1.00553 -4.77756
H: 1.99470 1.84123 3.14173
H: 0.09106 -0.54390 4.79202
H: -2.55096 5.27483 -2.61066
H: 0.24886 -3.65258 -1.23721
H: -4.14654 0.07948 -5.11390
H: -2.10884 -1.63221 3.66934
H: -3.45051 -2.82414 -2.07680
H: 1.39083 -2.31346 -1.21978
H: 4.20757 2.67663 -0.40394
H: -1.18545 5.94672 -4.55787
H: 2.00765 -3.42358 2.28792
H: -3.53360 2.39344 3.69697
H: 2.38229 1.18046 -1.52578
H: -0.67853 -3.86963 3.58819
H: 3.04833 -3.15724 6.42843
H: -2.14731 3.08938 -1.52294
H: 1.43764 -1.31138 6.69610
H: -3.64930 -5.63848 1.08048
H: -2.42127 -5.57670 3.22170
H: -0.17064 -0.73842 -4.36566
H: 2.56564 4.03492 4.02293
H: -1.85993 2.99342 1.98693
H: -3.63661 0.07480 4.55562
H: 0.58526 4.44416 -5.38852
H: 1.80095 -1.50354 -5.61206
H: 3.37529 -4.18942 4.20707
H: -2.29618 1.44105 -4.24404
H: 4.78339 4.87319 0.47333
H: -0.26073 1.31202 1.18250
H: -3.16185 -4.01538 -0.66786
H: 0.98978 2.28416 -4.31073

Results
Total charge ... -1
Frontier orbital gap ... 5.3 eV

How is the electron density shared among the atoms? According to Löwdin, the charges in e are: 0.607, 1.045, 0.957, 0.594, 0.147, -0.113, -0.354, -0.098, -0.204, -0.096, -0.096, -0.395, -0.091, -0.088, -0.180, -0.108, -0.289, -0.359, -0.098, -0.095, -0.180, -0.164, -0.692, -0.118, -0.092, -0.093, -0.129, -0.098, -0.407, -0.071, -0.379, -0.099, -0.084, -0.174, -0.079, -0.100, -0.300, -0.088, -0.088, -0.171, -0.089, -0.393, -0.104, -0.101, -0.110, -0.076, -0.079, -0.093, 0.095, 0.002, 0.107, 0.097, 0.067, 0.097, 0.098, 0.017, 0.095, 0.104, 0.068, 0.006, 0.063, 0.094, 0.104, 0.094, 0.072, 0.101, 0.092, 0.103, 0.097, 0.094, 0.094, 0.110, 0.087, 0.104, 0.098, 0.097, 0.101, 0.097, 0.101, 0.085, 0.056, 0.072, 0.098


Entry 4:
The following is a DFT calculation (the ωB97M-V functional and the def2-TZVPD basis) of a 2-piece molecular cluster, C8H16O2 overall.

Atoms and positions in Å:
O: -0.65704 1.28372 -1.96486
O: -0.20901 0.64978 2.33993
C: -0.14973 -1.69191 2.08637
C: 0.32017 -0.51953 2.95729
C: -1.53649 0.28213 1.97788
C: 0.55732 1.90633 -1.55727
C: 1.59312 0.77693 -1.48393
C: -0.25636 0.37190 -2.98294
C: -1.42865 -1.13973 1.41177
C: 1.03261 -0.28003 -2.46593
H: 0.37197 2.42446 -0.59673
H: 0.80564 -1.22625 -1.93809
H: -1.91819 1.03525 1.26196
H: 0.85541 2.67102 -2.30013
H: -2.18986 0.30547 2.87120
H: 2.60490 1.12796 -1.76413
H: -0.07326 0.91969 -3.92732
H: 1.41938 -0.40580 3.02258
H: -0.34141 -2.60073 2.68865
H: -1.31266 -1.11276 0.31119
H: 1.65116 0.36808 -0.45684
H: -0.07075 -0.60953 3.98905
H: -2.32822 -1.74291 1.64070
H: -1.09074 -0.33385 -3.15955
H: 1.73419 -0.51405 -3.28961
H: 0.61652 -1.94563 1.32877

Results
Total charge ... 0
SMILES string ... C1CCOC1.C1CCOC1
Frontier orbital gap ... 10.8 eV

How is the electron density shared among the atoms? According to Löwdin, the charges in e are: -0.156, -0.156, -0.164, -0.219, -0.214, -0.214, -0.159, -0.219, -0.159, -0.164, 0.125, 0.104, 0.125, 0.118, 0.118, 0.110, 0.118, 0.124, 0.109, 0.102, 0.103, 0.118, 0.111, 0.124, 0.109, 0.104


Entry 5:
The following is a DFT calculation (the ωB97M-V functional and the def2-TZVPD basis) of C30H50HgO16S6 as an isolated structure in a non-equilibrium geometry.

Atoms and positions in Å:
Hg: 0.46808 0.48576 0.13345
S: 3.09972 3.06759 0.99076
S: -0.55402 -3.06412 -0.16199
S: 3.94441 -1.67888 -1.14165
S: -0.34926 0.16171 -3.38820
S: 2.10406 -0.77357 3.21061
S: -3.60907 -0.09333 -0.05276
O: 2.15030 2.00046 0.77927
O: -0.40178 2.40381 -0.57705
O: 0.10324 -1.73416 -0.26430
O: 2.93367 0.17071 3.92975
O: 0.31754 -4.22720 -0.08339
O: -0.65624 1.20835 1.98994
O: 0.42085 0.23051 -2.08846
O: -1.52814 -0.67538 -3.48201
O: -2.14032 0.03693 -0.28112
O: -2.67238 5.10377 3.59531
O: -2.99814 5.97786 0.83948
O: 4.41733 2.93166 0.41886
O: 5.34320 -1.30823 -1.09846
O: 1.55569 -0.47097 1.90364
O: 2.81353 -0.77244 -0.88869
O: -4.12605 -0.98060 1.03203
C: 2.71990 -2.48947 3.28461
C: -1.66949 4.30070 0.06093
C: -5.42612 0.53243 -2.01241
C: -0.55108 1.87717 -3.97305
C: 0.52788 -1.17806 4.26873
C: 2.03306 4.22069 3.19376
C: 0.75680 -2.65498 4.74451
C: -2.21212 4.45971 2.51312
C: 2.89411 -3.60029 -2.84434
C: -4.58105 -0.60292 -1.55235
C: -1.23034 2.28959 1.77985
C: 3.24998 3.41328 2.82343
C: 0.76127 -0.16252 -4.81466
C: 2.23886 4.65526 0.68072
C: 0.85111 2.36635 -4.42214
C: 1.73588 5.20329 2.07568
C: 1.41677 1.13499 -5.19345
C: 3.45568 -4.31207 -1.60667
C: -1.65057 -3.17050 1.34132
C: 1.60045 -3.45533 3.80988
C: -5.74029 1.36538 -0.80959
C: -3.01993 -4.00935 -0.55785
C: -1.90687 -3.28583 -1.35625
C: -1.75640 3.18712 2.74217
C: -1.06768 2.98233 0.30796
C: 3.71966 -2.38409 -2.87030
C: 3.72932 -3.31899 -0.44401
C: -2.69012 -4.27050 0.90278
C: -4.46981 1.59606 0.05582
C: -2.24247 4.95224 1.11084
H: -3.54950 -4.36279 1.56687
H: -0.97697 -3.42296 2.16022
H: 2.85014 -3.28721 0.19952
H: 4.39004 -4.84241 -1.79058
H: -4.87949 1.12653 -2.74478
H: -6.31947 0.13817 -2.49676
H: 1.42012 1.22236 -6.27993
H: 0.10058 -0.41622 -5.64365
H: 1.52105 4.39560 -0.09738
H: -0.20465 -1.12837 3.46311
H: 0.42675 -0.34488 4.96420
H: 2.05005 -4.22636 4.43556
H: -1.52298 -3.80910 -2.23199
H: 2.86805 5.39459 0.18513
H: 2.44004 6.02483 2.20738
H: 2.98587 -4.25776 -3.70887
H: 0.76508 3.24249 -5.06485
H: 0.89369 -3.79421 3.05242
H: -6.20783 2.29666 -1.12931
H: 0.77447 5.69289 2.23088
H: -1.58398 4.74970 -0.91759
H: -3.85026 -1.06268 -2.21768
H: 2.71739 -5.02440 -1.23839
H: 3.43247 -1.55811 -3.52097
H: -6.49405 0.73265 -0.34097
H: -0.20495 -3.16408 4.80733
H: 2.14697 4.67263 4.17909
H: -3.43579 -4.89245 -1.04291
H: -1.24586 1.77224 -4.80634
H: 4.77223 -2.59959 -3.05402
H: -3.71341 2.22916 -0.40802
H: 1.22689 -2.53805 5.72095
H: -2.04517 -2.16036 1.45088
H: 3.48503 2.54060 3.43276
H: 3.43238 -2.37125 4.10101
H: -2.34090 -2.30177 -1.53335
H: 1.47214 -0.92221 -4.48967
H: 4.13718 4.04643 2.83430
H: 1.83591 -3.35919 -2.74337
H: -4.70154 1.70051 1.11577
H: 4.62781 -3.62647 0.09103
H: 3.39106 -2.77830 2.47578
H: 1.25588 3.50376 3.45852
H: 2.49378 1.20935 -5.04304
H: -1.00844 2.48214 -3.19015
H: -5.22716 -1.38481 -1.15325
H: -3.98528 -3.53289 -0.72866
H: -2.21780 -5.24059 0.74809
H: 1.46676 2.71846 -3.59444
H: -1.77697 2.87574 3.77610

Results
Multiplicity ... 2
⟨S²⟩ ... 0.89
Total charge ... +1
Frontier orbital gap (spin up / spin down) ... 8.2 / 5.2 eV

Löwdin population analysis, charges in e, atoms 1 to 99: 1.221, 0.730, 0.752, 0.737, 0.781, 0.753, 0.791, -0.388, -0.087, -0.426, -0.309, -0.312, -0.051, -0.426, -0.317, -0.398, 0.049, 0.086, -0.295, -0.314, -0.426, -0.370, -0.351, -0.181, 0.091, -0.242, -0.211, -0.128, -0.236, -0.232, -0.285, -0.214, -0.217, -0.297, -0.190, -0.197, -0.176, -0.166, -0.170, -0.215, -0.196, -0.156, -0.189, -0.210, -0.230, -0.172, 0.058, -0.268, -0.227, -0.218, -0.169, -0.138, -0.326, 0.125, 0.075, 0.072, 0.121, 0.122, 0.131, 0.118, 0.114, 0.076, 0.069, 0.101, 0.127, 0.117, 0.103, 0.110, 0.125, 0.117, 0.093, 0.127, 0.114, 0.138, 0.080, 0.106, 0.088, 0.125, 0.116, 0.126, 0.117, 0.110, 0.104, 0.087, 0.119, 0.071, 0.091, 0.100, 0.051, 0.090, 0.107, 0.108, 0.108, 0.108, 0.091, 0.104, 0.115, 0.091, 0.103


Entry 6:
The following is a DFT calculation (the ωB97M-V functional and the def2-TZVPD basis) of a 2-piece molecular cluster, CH4FOP overall in a non-equilibrium geometry.

Atoms and positions in Å:
P: -0.42061 -0.84745 1.59762
F: 0.82437 -1.83312 1.89580
O: -0.09162 1.20553 -0.29046
C: 0.59957 0.17545 0.44927
H: 1.16065 0.67596 1.18900
H: 1.25229 -0.45928 -0.31216
H: -0.77646 0.70866 -0.60473
H: -1.94954 -1.71137 -0.57305

Results
Total charge ... 0
Frontier orbital gap (spin up / spin down) ... 7.6 / 9.3 eV

How is the electron density shared among the atoms? According to Löwdin, the charges in e are: 0.869, -0.406, -0.114, -0.523, 0.041, 0.132, -0.027, 0.029


Entry 7:
The following is a DFT calculation (the ωB97M-V functional and the def2-TZVPD basis) of a 2-piece molecular cluster, C3H5NOS2 overall in a non-equilibrium geometry.

Atoms and positions in Å:
S: 3.03517 0.50369 -0.00247
S: 0.39203 -2.85449 -0.07511
O: 3.84796 1.67326 -0.14970
N: -2.54623 -0.26761 -0.16374
C: 1.42262 0.88064 0.34159
C: 0.32980 -1.36410 0.29459
C: 0.29920 -0.04382 0.40797
H: 1.31322 2.00161 0.43209
H: -1.89255 0.38141 -0.59323
H: -2.22424 -1.14764 -0.58002
H: -0.58796 0.27461 0.76378
H: -3.38901 -0.03756 -0.67576

Results
Multiplicity ... 3
⟨S²⟩ ... 2.08
Total charge ... 0
Frontier orbital gap (spin up / spin down) ... 5.6 / 7.7 eV

How is the electron density shared among the atoms? According to Löwdin, the charges in e are: 0.944, 0.730, -0.519, 0.016, -0.312, -0.736, -0.274, 0.096, 0.000, 0.011, 0.027, 0.016


Entry 8:
The following is a DFT calculation (the ωB97M-V functional and the def2-TZVPD basis) of an isolated ion of composition C2H4N3S and charge +1 in a non-equilibrium geometry.

Atoms and positions in Å:
S: -2.11406 -0.41056 0.05298
N: -0.31534 -1.54016 0.01673
N: 0.74682 0.49947 0.06147
N: -1.55534 1.05041 -0.06803
C: -0.35926 1.42865 0.01367
C: 0.75172 -0.83195 -0.07132
H: 1.70052 -1.19224 -0.16204
H: -0.24180 2.54879 -0.09727
H: 1.60135 1.01050 0.16274
H: -0.21460 -2.56291 0.09108

Results
Total charge ... +1
SMILES string ... C1=NS[NH+]=CN1
Frontier orbital gap ... 8.1 eV

How is the electron density shared among the atoms? According to Löwdin, the charges in e are: 1.045, -0.017, 0.092, -0.367, -0.182, -0.164, 0.134, 0.170, 0.152, 0.136